Formula: C6H15NS
Source: the Open Molecules 2025 dataset
Level of theory: the ωB97M-V functional and the def2-TZVPD basis

Values from the calculation:
Relative energy (zero: lowest compared OMol25 entry of this formula, charge and spin): 360.4 kJ/mol
Kohn-Sham gap: 7.3 eV

The geometry in XYZ format:
```
23
C6H15NS the ωB97M-V functional and the def2-TZVPD basis
C 1.04 -1.07 0.86
C 1.18 -0.90 -0.70
C 1.69 0.51 -0.99
S 3.20 0.95 -0.10
C 0.18 0.00 1.58
N -1.24 0.22 1.32
C -1.61 0.60 -0.08
C -2.50 -0.29 -0.89
H 2.07 -1.06 1.23
H 0.47 -1.98 1.06
H 1.76 -1.65 -1.15
H 0.18 -1.11 -1.25
H 1.06 1.36 -0.86
H 1.89 0.58 -2.06
H 2.28 2.73 -0.04
H 0.67 0.99 1.45
H 0.23 -0.26 2.69
H -1.75 -0.55 1.71
H -2.02 1.64 -0.04
H -0.66 0.82 -0.46
H -3.54 -0.35 -0.51
H -2.55 0.12 -1.91
H -2.04 -1.30 -0.86
```

---

Formula: C6H15O
Source: the Open Molecules 2025 dataset
Level of theory: the ωB97M-V functional and the def2-TZVPD basis

Values from the calculation:
Relative energy (zero: lowest compared OMol25 entry of this formula, charge and spin): 13.0 kJ/mol
Charge: -1
Kohn-Sham gap: 6.6 eV

The geometry in XYZ format:
```
22
C6H15O the ωB97M-V functional and the def2-TZVPD basis
C -1.97 -0.35 -1.33
C -1.81 -1.43 -0.26
C -3.03 -1.58 0.64
H -2.62 -0.65 -2.16
H -0.96 -0.12 -1.68
H -2.37 0.58 -0.90
H -0.89 -1.16 0.25
H -1.62 -2.39 -0.76
H -2.90 -2.35 1.41
H -3.22 -0.63 1.16
H -3.93 -1.84 0.07
C 0.83 0.99 0.13
O 0.93 -0.16 -0.56
C 2.17 1.74 0.33
C 3.22 0.84 0.96
H 0.48 0.83 1.20
H 0.09 1.73 -0.28
H 1.98 2.60 0.99
H 2.55 2.11 -0.64
H 4.17 1.37 1.12
H 3.40 -0.01 0.30
H 2.87 0.47 1.93
```

---

Formula: C6H15O2
Source: the Open Molecules 2025 dataset
Level of theory: the ωB97M-V functional and the def2-TZVPD basis

Values from the calculation:
Relative energy (zero: lowest compared OMol25 entry of this formula, charge and spin): 289.0 kJ/mol
Charge: -1
Kohn-Sham gap: 5.8 eV

The geometry in XYZ format:
```
23
C6H15O2 the ωB97M-V functional and the def2-TZVPD basis
C 1.01 1.56 1.68
O 2.11 1.43 2.35
C 0.81 0.60 0.30
C -0.53 0.25 -0.23
C -1.03 -0.86 0.66
C -0.89 -2.34 0.21
C -1.64 -2.65 -1.06
H 0.79 2.47 1.16
H 0.17 1.47 2.38
H 1.54 -0.28 0.37
H 1.35 1.05 -0.51
H -1.35 0.98 0.05
H -0.60 0.28 -1.43
H -0.30 -0.59 1.62
H -2.05 -0.85 1.03
H -1.31 -2.98 1.05
H 0.13 -2.74 0.16
H -2.68 -2.74 -0.67
H -1.64 -1.86 -1.79
H -1.25 -3.47 -1.57
H -0.44 1.63 -2.75
H 0.77 2.41 -2.46
O 0.44 1.80 -3.10
```

---

Formula: C6H15O8P
Source: the Open Molecules 2025 dataset
Level of theory: the ωB97M-V functional and the def2-TZVPD basis

Values from the calculation:
Structure (SMILES): CCOO[P@@](=O)(O)OCOCOCCO
Kohn-Sham gap: 10.3 eV

The geometry in XYZ format:
```
30
C6H15O8P the ωB97M-V functional and the def2-TZVPD basis
C 5.84 0.51 -0.25
C 4.28 0.74 -0.30
O 3.60 -0.24 0.53
O 2.87 -1.10 -0.33
P 1.28 -1.22 0.26
O 1.23 -2.39 1.21
O 1.00 0.22 1.05
O 0.21 -1.36 -1.01
C -1.14 -1.34 -0.54
O -1.96 -0.57 -1.39
C -3.30 -1.01 -1.27
O -4.24 0.04 -1.14
C -3.72 1.17 -0.44
C -3.24 0.87 1.02
O -3.72 1.97 1.82
H 6.23 0.20 -1.24
H 6.32 1.48 0.00
H 6.11 -0.25 0.51
H 4.00 1.76 0.06
H 3.96 0.59 -1.35
H 0.51 0.00 1.85
H -1.48 -2.40 -0.47
H -1.18 -0.93 0.49
H -3.48 -1.73 -0.44
H -3.57 -1.55 -2.21
H -2.97 1.70 -1.05
H -4.58 1.88 -0.33
H -3.61 -0.09 1.42
H -2.13 0.96 1.04
H -3.10 2.10 2.54
```

---

Formula: C6H15O9
Source: the Open Molecules 2025 dataset
Level of theory: the ωB97M-V functional and the def2-TZVPD basis

Values from the calculation:
Charge: -3
Kohn-Sham gap: 7.3 eV

The geometry in XYZ format:
```
30
C6H15O9 the ωB97M-V functional and the def2-TZVPD basis
C -4.22 -0.20 0.96
C -5.30 -0.71 -0.01
O -5.62 -1.92 0.07
O -5.88 0.16 -0.73
H -4.79 0.24 1.79
H -3.65 0.62 0.52
H -3.53 -0.97 1.28
C -0.54 1.60 -1.18
C 0.56 0.93 -2.04
O 1.73 1.38 -1.87
O 0.19 0.05 -2.84
H -1.50 1.09 -1.20
H -0.73 2.58 -1.64
H -0.27 1.75 -0.14
C 0.91 -0.44 3.00
C 2.13 -0.76 2.11
O 3.08 0.05 2.12
O 2.08 -1.86 1.48
H 0.94 0.58 3.36
H 0.94 -1.17 3.82
H 0.01 -0.65 2.42
O 4.48 1.96 -1.83
H 3.56 1.63 -1.88
H 4.42 2.84 -2.22
O 0.21 -2.28 -0.99
H 0.85 -2.15 -0.28
H 0.37 -1.53 -1.59
O 3.37 -1.15 -1.11
H 3.19 -1.45 -0.20
H 3.04 -0.24 -1.19
```

---

Formula: C6H15OP
Source: the Open Molecules 2025 dataset
Level of theory: the ωB97M-V functional and the def2-TZVPD basis

Values from the calculation:
Relative energy (zero: lowest compared OMol25 entry of this formula, charge and spin): 113.7 kJ/mol
Structure (SMILES): CCOP(C)C(C)C
Kohn-Sham gap: 9.9 eV

The geometry in XYZ format:
```
23
C6H15OP the ωB97M-V functional and the def2-TZVPD basis
C -1.20 2.13 2.44
C -1.46 1.36 1.08
O -0.40 0.50 0.89
P -0.44 -0.99 0.05
C 0.62 -1.87 1.38
C 0.83 -0.61 -1.25
C 0.53 0.75 -1.88
C 0.87 -1.76 -2.27
H -1.88 2.96 2.40
H -0.09 2.31 2.38
H -1.36 1.54 3.30
H -2.52 1.02 1.01
H -1.53 2.08 0.26
H 0.65 -2.97 1.06
H 1.50 -1.38 1.59
H 0.00 -1.75 2.32
H 1.76 -0.60 -0.78
H 1.40 1.47 -1.66
H 0.87 0.79 -2.96
H -0.44 1.19 -1.62
H 0.77 -2.81 -1.91
H 1.64 -1.74 -3.08
H -0.12 -1.61 -2.76
```

---

Formula: C6H15OP
Source: the Open Molecules 2025 dataset
Level of theory: the ωB97M-V functional and the def2-TZVPD basis

Values from the calculation:
2S+1: 3
⟨S²⟩: 2.0112
Kohn-Sham gap (alpha / beta): 7.0 / 7.7 eV

The geometry in XYZ format:
```
23
C6H15OP the ωB97M-V functional and the def2-TZVPD basis
C -2.03 1.50 0.11
C -0.22 -1.04 1.90
C 1.08 1.12 1.68
C -1.29 -1.31 -2.18
C 1.14 0.84 -2.44
C 0.51 -0.08 0.97
O -1.34 -0.94 -0.81
P -0.73 0.51 -0.32
H -2.84 1.88 -0.49
H -1.53 2.22 0.84
H -1.22 -0.74 2.11
H -0.13 -2.06 1.46
H 0.28 -1.19 2.89
H 1.62 1.77 0.97
H 1.72 0.70 2.49
H 0.25 1.66 2.19
H -2.20 -1.03 -2.71
H -1.23 -2.42 -2.23
H -0.53 -0.82 -2.72
H 1.59 -0.08 -2.75
H 1.05 1.62 -3.08
H 1.69 1.18 -1.49
H 1.19 -0.60 0.31
```

---

Formula: C6H15P
Source: the Open Molecules 2025 dataset
Level of theory: the ωB97M-V functional and the def2-TZVPD basis

Values from the calculation:
Relative energy (zero: lowest compared OMol25 entry of this formula, charge and spin): 237.3 kJ/mol
Structure (SMILES): CCC=P(C)(C)C
Kohn-Sham gap: 8.0 eV

The geometry in XYZ format:
```
22
C6H15P the ωB97M-V functional and the def2-TZVPD basis
C 2.51 1.16 0.90
C 2.22 -0.29 0.52
C 0.81 -0.91 0.87
P -0.68 -0.17 -0.07
C -2.09 -1.17 0.55
C -1.65 1.43 -0.40
C -0.46 -0.81 -1.77
H 1.67 1.72 0.47
H 3.42 1.61 0.35
H 2.56 1.53 1.84
H 2.91 -0.98 1.17
H 2.31 -0.29 -0.55
H 0.60 -0.62 1.97
H -1.91 -2.13 -0.10
H -2.22 -1.50 1.62
H -3.05 -0.75 0.31
H -2.39 1.30 -1.26
H -2.16 1.81 0.57
H -1.03 2.22 -0.79
H -1.53 -0.94 -2.17
H 0.38 -0.38 -2.37
H -0.23 -1.83 -1.66
```

---

Result set for E: -690.4042, -312.8250, -387.9865, -1180.8048, -914.7906, -654.1477, -653.9930, -578.8271 a.u., one per record in the order listed.
Result set for max |F|: 4.45, 0.50, 3.91, 2.87, 0.89, 4.36, 4.46, 4.34 eV Å⁻¹, one per record in the order listed.